#P
{"formula": "C6H13N", "method": "the ωB97M-V functional and the def2-TZVPD basis", "species": ["N", "C", "C", "C", "C", "C", "C", "H", "H", "H", "H", "H", "H", "H", "H", "H", "H", "H", "H", "H"], "xyz": [[0.1525, 0.1799, -1.0410], [0.2417, -1.2451, -1.2181], [-0.2097, -0.3573, -2.3328], [1.5261, -1.9366, -0.8370], [-1.0730, 1.5002, 2.2859], [-0.1238, 0.9990, 1.2065], [-0.8408, 0.6426, -0.0927], [-1.3684, 1.5188, -0.4888], [-1.6159, 2.3885, 1.9424], [0.3993, -0.0423, -3.1781], [-0.6195, -1.8019, -0.8373], [0.6343, 1.7562, 0.9738], [1.4489, -2.1144, 0.2440], [1.6437, -2.9110, -1.3195], [0.4278, 0.1168, 1.5608], [-0.5326, 1.7685, 3.1993], [-1.5988, -0.1406, 0.0962], [-1.2753, -0.4495, -2.5630], [2.4144, -1.3235, -1.0022], [-1.8143, 0.7357, 2.5460]], "mulliken_charge": [-0.226, 0.088, -0.289, -1.420, -1.214, -0.184, -0.617, 0.333, 0.310, 0.247, 0.257, 0.291, 0.292, 0.371, 0.166, 0.349, 0.334, 0.271, 0.326, 0.317], "homo_ev": -9.1, "smiles": "CCCN1C[C@H]1C", "lumo_ev": 1.228, "homo_lumo_gap_ev": 10.36, "charge": 0}

#Q
{"formula": "C6H13N", "method": "the ωB97M-V functional and the def2-TZVPD basis", "species": ["N", "C", "C", "C", "C", "C", "C", "H", "H", "H", "H", "H", "H", "H", "H", "H", "H", "H", "H", "H"], "xyz": [[-0.5873, -3.7522, -1.2757], [-0.3570, 2.8917, 0.6857], [-0.2379, -1.4075, -0.7617], [0.8912, 2.0385, 0.7555], [-0.0770, -0.3141, 0.2542], [0.7893, 0.8532, -0.2274], [-0.0938, -2.6987, -0.4521], [-0.7967, -1.1301, -1.6547], [0.5775, -2.9401, 0.3688], [-1.5965, -3.6764, -1.2939], [-1.2295, 2.2714, 0.9166], [-0.5063, 3.6611, 1.4485], [1.7839, 0.6123, -0.6089], [0.9109, 1.5812, 1.7464], [0.3038, 1.2360, -1.1425], [-1.0642, 0.0653, 0.5102], [-0.4539, 3.3956, -0.2746], [0.3798, -0.6337, 1.1883], [-0.4569, -4.6345, -0.7871], [1.8205, 2.5810, 0.6043]], "mulliken_charge": [-0.612, -1.187, -0.583, -0.339, -0.365, -0.572, -0.102, 0.223, 0.305, 0.266, 0.282, 0.369, 0.352, 0.244, 0.270, 0.197, 0.295, 0.366, 0.276, 0.315], "homo_ev": -8.3, "smiles": "CCCC/C=C/N", "lumo_ev": 1.143, "homo_lumo_gap_ev": 9.47, "charge": 0}

#R
{"formula": "C6H13N", "method": "the ωB97M-V functional and the def2-TZVPD basis", "species": ["N", "C", "C", "C", "C", "C", "C", "H", "H", "H", "H", "H", "H", "H", "H", "H", "H", "H", "H", "H"], "xyz": [[-0.8882, 1.9126, 2.3333], [-0.9919, 1.2245, -0.0751], [-0.1743, 1.2886, 1.2215], [-0.0887, 0.7278, -1.2373], [0.1510, -1.6706, -0.7461], [1.0637, -2.8878, -0.4680], [0.7512, -0.5075, -1.0304], [0.7838, 1.7097, 0.8969], [-1.8533, 1.6327, 2.2839], [-0.8632, -1.9913, -0.9100], [0.5901, 1.5449, -1.5149], [-1.1843, 2.2900, -0.2466], [1.8071, -0.4356, -1.2411], [0.6335, -3.8162, -0.7996], [-0.7014, 2.8814, 2.5122], [-0.7126, 0.7081, -2.1451], [2.0146, -2.5724, -0.9159], [1.4184, -2.9798, 0.5593], [-1.9058, 0.6384, -0.0265], [0.1501, 0.3026, 1.5493]], "mulliken_charge": [-0.556, -0.492, -0.577, -0.968, 0.049, -1.106, -0.418, 0.362, 0.223, 0.390, 0.417, 0.254, 0.309, 0.321, 0.223, 0.376, 0.304, 0.268, 0.367, 0.253], "homo_ev": -8.6, "smiles": "C/C=C/CCCN", "lumo_ev": 1.206, "homo_lumo_gap_ev": 9.77, "charge": 0}

#S
{"formula": "C6H13N", "method": "the ωB97M-V functional and the def2-TZVPD basis", "species": ["N", "C", "C", "C", "C", "C", "C", "H", "H", "H", "H", "H", "H", "H", "H", "H", "H", "H", "H", "H"], "xyz": [[-0.8306, 2.3640, 2.0478], [0.8172, -0.7610, -1.1061], [0.7369, -3.1153, -0.3270], [0.0896, 0.5783, -1.3779], [0.1224, -1.8415, -0.7045], [-0.7095, 1.1220, -0.1625], [0.0168, 1.3775, 1.2752], [0.9997, 1.9336, 1.2014], [-1.6588, 0.6244, 0.1247], [1.8656, -0.7064, -1.1793], [1.0984, -3.2759, 0.7992], [-0.7841, 0.2790, -2.0644], [0.6703, 1.4720, -1.8398], [-0.7339, 3.3771, 1.7279], [1.5082, -3.3061, -1.1763], [-0.9219, -1.7130, -0.8889], [-1.7757, 2.0722, 2.2006], [0.2120, -4.1313, -0.4914], [-0.0610, 0.5178, 2.0702], [-1.0456, 2.1485, -0.4005]], "mulliken_charge": [-0.561, -0.310, -1.047, -0.605, -0.107, -0.605, -0.463, 0.304, 0.208, 0.395, 0.206, 0.215, 0.337, 0.202, 0.255, 0.344, 0.220, 0.299, 0.252, 0.460], "homo_ev": -8.6, "smiles": "C/C=C/CCCN", "lumo_ev": 1.115, "homo_lumo_gap_ev": 9.66, "charge": 0}

Least stable structure among those shown: #S.